Density functional theory data (wB97M-V/def2-TZVPD) for an isolated molecule of C16H26N2O2.

The total energy comes out at -24089.314 eV. The HOMO-LUMO gap is 8.904 eV. The value obtained for the energy above the lowest of the compared OMol25 structures with the same formula, charge and spin is 108.3 kJ/mol. The value obtained for the highest occupied orbital energy is -0.299 Eh. The value obtained for the molar mass is 278.40 u.

Bonds (Å) are listed after each position.
Cartesian coordinates (Å):
1 C 8.39 0.98 0.82  C2 1.521, H21 1.086, H22 1.086, H23 1.086
2 C 7.01 1.03 0.20  C1 1.521, O3 1.414, H24 1.099, H25 1.099
3 O 6.30 -0.11 0.65  C2 1.414, C4 1.355
4 C 5.03 -0.31 0.23  O3 1.355, C5 1.392, C20 1.398
5 C 4.32 0.53 -0.63  C4 1.392, C6 1.384, H26 1.079
6 C 3.02 0.23 -0.98  C5 1.384, C7 1.389, H27 1.081
7 C 2.39 -0.91 -0.51  C6 1.389, C8 1.490, C19 1.395
8 C 1.00 -1.30 -0.88  C7 1.490, O9 1.217, N10 1.358
9 O 0.64 -2.46 -0.93  C8 1.217
10 N 0.17 -0.26 -1.15  C8 1.358, C11 1.444, H28 1.007
11 C -1.23 -0.46 -1.44  N10 1.444, C12 1.528, H29 1.096, H30 1.093
12 C -2.12 0.02 -0.29  C11 1.528, C13 1.532, H31 1.091, H32 1.092
13 C -3.60 -0.25 -0.57  C12 1.532, N14 1.452, H33 1.097, H34 1.093
14 N -4.42 0.23 0.53  C13 1.452, C15 1.448, C17 1.449
15 C -4.81 -0.80 1.47  N14 1.448, C16 1.534, H35 1.095, H36 1.093
16 C -5.92 -1.75 0.99  C15 1.534, H37 1.087, H38 1.087, H39 1.088
17 C -5.47 1.15 0.15  N14 1.449, C18 1.527, H40 1.104, H41 1.092
18 C -4.90 2.53 -0.18  C17 1.527, H42 1.087, H43 1.087, H44 1.087
19 C 3.11 -1.77 0.33  C7 1.395, C20 1.375, H45 1.079
20 C 4.40 -1.47 0.70  C4 1.398, C19 1.375, H46 1.078
21 H 8.90 0.07 0.52  C1 1.086
22 H 8.31 0.99 1.91  C1 1.086
23 H 8.97 1.84 0.50  C1 1.086
24 H 7.08 1.02 -0.89  C2 1.099
25 H 6.48 1.94 0.51  C2 1.099
26 H 4.78 1.43 -1.03  C5 1.079
27 H 2.51 0.89 -1.67  C6 1.081
28 H 0.48 0.68 -0.96  N10 1.007
29 H -1.49 0.08 -2.36  C11 1.096
30 H -1.37 -1.53 -1.60  C11 1.093
31 H -1.83 -0.50 0.63  C12 1.091
32 H -1.98 1.09 -0.12  C12 1.092
33 H -3.74 -1.32 -0.74  C13 1.097
34 H -3.88 0.26 -1.50  C13 1.093
35 H -5.14 -0.30 2.38  C15 1.095
36 H -3.92 -1.38 1.71  C15 1.093
37 H -6.11 -2.51 1.75  C16 1.087
38 H -6.85 -1.20 0.82  C16 1.087
39 H -5.64 -2.25 0.07  C16 1.088
40 H -6.06 0.79 -0.71  C17 1.104
41 H -6.15 1.25 1.00  C17 1.092
42 H -4.32 2.89 0.67  C18 1.087
43 H -5.71 3.23 -0.38  C18 1.087
44 H -4.25 2.49 -1.05  C18 1.087
45 H 2.63 -2.67 0.68  C19 1.079
46 H 4.96 -2.12 1.35  C20 1.078